Record 1
{"formula": "C4H13NO2", "method": "the ωB97M-V functional and the def2-TZVPD basis", "de_lowest_kj_mol": 228.6, "e_tot_ha": -365.05991, "homo_energy_ev": [-13.57, -13.57], "charge": 1, "multiplicity": 2, "species": ["C", "C", "C", "C", "N", "H", "H", "H", "H", "H", "H", "H", "H", "H", "H", "H", "O", "H", "H", "O"], "positions_angstrom": [[1.906, -0.684, 1.351], [1.018, 0.645, 1.245], [-0.280, 0.299, 0.700], [-0.842, 0.839, -0.438], [3.270, -0.427, 1.609], [1.483, -1.367, 2.087], [1.817, -1.271, 0.432], [1.020, 1.007, 2.277], [1.562, 1.388, 0.657], [-0.785, -0.452, 1.301], [-0.231, 1.597, -0.907], [-1.741, 0.368, -0.803], [3.439, -0.208, 2.586], [3.761, 0.281, 1.060], [-3.901, -2.179, 1.346], [-4.121, -3.736, 1.271], [-4.322, -2.887, 0.867], [-1.374, 1.542, -5.375], [-1.013, 3.070, -5.704], [-0.663, 2.176, -5.562]], "lowdin_charge": [-0.190, -0.144, -0.132, 0.159, 0.187, 0.138, 0.145, 0.140, 0.125, 0.119, 0.088, 0.087, 0.135, 0.143, 0.013, 0.038, -0.051, 0.035, 0.041, -0.077]}



Record 2
{"formula": "C29H49InN4O6P", "method": "the ωB97M-V functional and the def2-TZVPD basis", "de_lowest_kj_mol": 38.8, "e_tot_ha": -2335.57728, "homo_energy_ev": -16.26, "charge": 3, "multiplicity": 1, "species": ["In", "C", "C", "O", "C", "C", "O", "C", "C", "O", "C", "C", "O", "C", "C", "O", "H", "H", "H", "H", "H", "H", "H", "H", "H", "H", "H", "H", "H", "H", "H", "H", "H", "H", "H", "H", "N", "C", "C", "C", "C", "C", "C", "C", "H", "H", "H", "H", "H", "O", "P", "N", "C", "C", "C", "C", "N", "C", "C", "C", "C", "N", "C", "C", "C", "C", "H", "H", "H", "H", "H", "H", "H", "H", "H", "H", "H", "H", "H", "H", "H", "H", "H", "H", "H", "H", "H", "H", "H", "H"], "positions_angstrom": [[0.672, -0.981, 0.298], [0.391, -1.193, -2.732], [-0.309, -2.470, -2.356], [-0.503, -2.546, -0.928], [-1.841, -2.631, -0.412], [-1.696, -2.895, 1.054], [-1.090, -1.744, 1.676], [-0.533, -2.033, 2.971], [0.248, -0.845, 3.435], [1.350, -0.679, 2.526], [2.073, 0.558, 2.626], [3.094, 0.555, 1.529], [2.409, 0.584, 0.265], [3.232, 0.243, -0.869], [2.341, 0.088, -2.066], [1.542, -1.087, -1.870], [-0.253, -0.320, -2.592], [0.697, -1.260, -3.777], [0.319, -3.321, -2.618], [-1.256, -2.548, -2.891], [-2.379, -3.465, -0.865], [-2.380, -1.703, -0.591], [-1.053, -3.767, 1.206], [-2.673, -3.086, 1.499], [0.125, -2.904, 2.898], [-1.333, -2.244, 3.682], [0.622, -1.050, 4.439], [-0.363, 0.059, 3.458], [2.596, 0.611, 3.582], [1.386, 1.405, 2.542], [3.704, -0.351, 1.597], [3.738, 1.430, 1.621], [3.773, -0.687, -0.671], [3.951, 1.042, -1.058], [2.959, -0.022, -2.959], [1.691, 0.959, -2.181], [1.999, -2.759, 0.592], [2.638, -3.706, 0.747], [3.425, -4.869, 0.949], [2.805, -6.056, 1.359], [3.577, -7.180, 1.568], [4.954, -7.127, 1.372], [5.566, -5.946, 0.963], [4.810, -4.812, 0.749], [1.734, -6.089, 1.511], [3.111, -8.101, 1.890], [5.554, -8.010, 1.546], [6.637, -5.915, 0.817], [5.280, -3.890, 0.434], [-0.514, 0.644, -0.322], [-1.348, 1.909, -0.624], [-2.362, 2.192, 0.617], [-3.816, 2.459, 0.571], [-4.086, 3.157, 1.899], [-3.096, 2.479, 2.852], [-1.843, 2.319, 1.990], [-0.363, 3.185, -0.883], [-0.941, 4.553, -0.958], [-0.007, 5.406, -0.111], [1.349, 4.758, -0.395], [1.031, 3.263, -0.390], [-2.279, 1.753, -1.943], [-2.214, 2.595, -3.165], [-3.218, 1.942, -4.116], [-3.269, 0.480, -3.668], [-3.176, 0.603, -2.151], [-4.374, 1.520, 0.523], [-4.082, 3.055, -0.301], [-5.119, 3.040, 2.216], [-3.864, 4.222, 1.822], [-3.479, 1.503, 3.157], [-2.903, 3.071, 3.744], [-1.242, 1.444, 2.251], [-1.207, 3.208, 2.070], [-1.979, 4.571, -0.623], [-0.902, 4.897, -1.993], [-0.256, 5.338, 0.950], [-0.038, 6.451, -0.408], [2.114, 5.015, 0.334], [1.693, 5.058, -1.386], [1.105, 2.852, 0.621], [1.700, 2.697, -1.035], [-1.204, 2.597, -3.578], [-2.489, 3.625, -2.946], [-2.925, 2.063, -5.156], [-4.203, 2.393, -3.985], [-2.416, -0.074, -4.072], [-4.186, -0.017, -3.977], [-2.769, -0.278, -1.660], [-4.164, 0.809, -1.732]], "lowdin_charge": [0.972, -0.132, -0.092, -0.194, -0.123, -0.118, -0.171, -0.130, -0.117, -0.191, -0.119, -0.122, -0.209, -0.124, -0.126, -0.180, 0.115, 0.163, 0.154, 0.154, 0.164, 0.116, 0.146, 0.163, 0.141, 0.164, 0.164, 0.130, 0.164, 0.137, 0.147, 0.163, 0.143, 0.162, 0.163, 0.129, 0.226, -0.023, -0.213, -0.011, -0.030, -0.007, -0.029, -0.009, 0.122, 0.126, 0.130, 0.127, 0.123, -0.279, 0.602, -0.181, -0.172, -0.143, -0.144, -0.177, -0.165, -0.172, -0.145, -0.141, -0.174, -0.176, -0.157, -0.138, -0.148, -0.176, 0.115, 0.119, 0.126, 0.123, 0.118, 0.123, 0.078, 0.118, 0.117, 0.119, 0.114, 0.128, 0.122, 0.126, 0.100, 0.093, 0.119, 0.107, 0.126, 0.126, 0.107, 0.125, 0.077, 0.120]}



Record 3
{"formula": "C72H96F24N10O26S8", "method": "the ωB97M-V functional and the def2-TZVPD basis", "e_tot_ha": -10886.73079, "homo_energy_ev": -12.39, "charge": 2, "multiplicity": 1, "species": ["C", "C", "N", "C", "C", "C", "C", "C", "O", "C", "H", "H", "H", "H", "H", "H", "H", "H", "H", "H", "H", "H", "H", "H", "H", "H", "H", "H", "H", "H", "C", "C", "N", "C", "C", "C", "C", "C", "O", "C", "H", "H", "H", "H", "H", "H", "H", "H", "H", "H", "H", "H", "H", "H", "H", "H", "H", "H", "H", "H", "C", "N", "C", "C", "C", "C", "C", "C", "C", "C", "N", "C", "C", "C", "H", "H", "H", "H", "H", "H", "H", "H", "H", "H", "H", "H", "H", "H", "C", "N", "C", "C", "C", "C", "C", "C", "C", "C", "N", "C", "C", "C", "H", "H", "H", "H", "H", "H", "H", "H", "H", "H", "H", "H", "H", "H", "C", "N", "C", "C", "C", "C", "C", "C", "C", "C", "N", "C", "C", "C", "H", "H", "H", "H", "H", "H", "H", "H", "H", "H", "H", "H", "H", "H", "C", "N", "C", "C", "C", "C", "C", "C", "C", "C", "N", "C", "C", "C", "H", "H", "H", "H", "H", "H", "H", "H", "H", "H", "H", "H", "H", "H", "C", "F", "F", "F", "S", "O", "O", "O", "C", "F", "F", "F", "S", "O", "O", "O", "C", "F", "F", "F", "S", "O", "O", "O", "C", "F", "F", "F", "S", "O", "O", "O", "C", "F", "F", "F", "S", "O", "O", "O", "C", "F", "F", "F", "S", "O", "O", "O", "C", "F", "F", "F", "S", "O", "O", "O", "C", "F", "F", "F", "S", "O", "O", "O"], "positions_angstrom": [[15.212, 19.199, 20.201], [14.259, 19.604, 19.102], [14.819, 20.783, 18.276], [16.192, 20.400, 17.822], [13.854, 21.126, 17.211], [13.756, 20.150, 15.969], [14.943, 21.954, 19.319], [15.499, 23.198, 18.820], [16.952, 23.209, 18.636], [17.394, 24.337, 17.942], [15.304, 19.971, 21.013], [16.224, 18.803, 19.997], [14.795, 18.341, 20.716], [13.383, 20.043, 19.482], [14.127, 18.820, 18.364], [16.848, 20.204, 18.695], [16.573, 21.242, 17.257], [16.110, 19.399, 17.356], [14.150, 22.074, 16.800], [12.884, 21.232, 17.678], [12.987, 20.573, 15.364], [13.520, 19.108, 16.352], [14.712, 20.173, 15.459], [15.673, 21.556, 19.938], [13.967, 22.071, 19.772], [15.278, 23.994, 19.494], [15.103, 23.658, 17.928], [18.465, 24.277, 17.844], [17.144, 25.270, 18.442], [16.750, 24.477, 17.026], [14.084, 18.649, 26.533], [13.217, 17.568, 26.122], [12.586, 17.774, 24.784], [11.695, 19.012, 25.028], [13.574, 18.216, 23.737], [14.720, 17.255, 23.493], [11.777, 16.619, 24.475], [10.578, 16.776, 23.556], [9.444, 16.983, 24.408], [8.496, 17.784, 23.742], [14.819, 18.994, 25.780], [14.673, 18.391, 27.466], [13.655, 19.595, 26.826], [12.383, 17.559, 26.838], [13.705, 16.573, 26.147], [11.376, 19.397, 24.079], [12.335, 19.754, 25.472], [10.793, 18.840, 25.587], [13.887, 19.180, 24.106], [12.960, 18.285, 22.833], [14.423, 16.289, 23.152], [15.289, 17.165, 24.405], [15.386, 17.722, 22.769], [11.479, 16.226, 25.427], [12.518, 15.884, 23.983], [10.451, 15.799, 23.036], [10.664, 17.436, 22.702], [9.005, 18.587, 23.142], [7.770, 18.130, 24.501], [8.009, 17.172, 22.979], [19.448, 24.940, 22.394], [19.767, 23.765, 21.653], [18.881, 23.243, 20.802], [19.135, 22.128, 20.071], [20.434, 21.583, 20.166], [21.364, 22.115, 21.085], [20.935, 23.151, 21.932], [20.802, 20.389, 19.405], [21.435, 19.354, 19.982], [21.900, 18.304, 19.231], [21.757, 18.325, 17.871], [21.080, 19.235, 17.244], [20.581, 20.329, 18.005], [22.295, 17.206, 17.008], [19.135, 24.572, 23.373], [18.662, 25.567, 21.993], [20.350, 25.562, 22.468], [17.977, 23.879, 20.756], [18.279, 21.747, 19.569], [22.421, 21.881, 21.250], [21.648, 23.594, 22.699], [21.588, 19.251, 21.019], [22.375, 17.447, 19.636], [20.965, 19.173, 16.144], [20.080, 21.148, 17.534], [21.547, 17.147, 16.194], [22.291, 16.317, 17.627], [23.212, 17.570, 16.498], [16.931, 16.681, 11.258], [16.711, 15.932, 12.530], [16.000, 16.486, 13.538], [15.643, 15.709, 14.698], [16.131, 14.401, 14.821], [16.968, 13.967, 13.772], [17.249, 14.708, 12.689], [15.940, 13.634, 16.093], [14.761, 13.483, 16.877], [14.796, 12.800, 18.056], [15.956, 12.383, 18.536], [17.079, 12.459, 17.833], [17.088, 13.080, 16.632], [16.091, 11.788, 19.898], [17.617, 17.520, 11.380], [15.933, 17.063, 10.955], [17.242, 15.934, 10.542], [15.815, 17.561, 13.440], [15.003, 16.198, 15.431], [17.404, 13.002, 13.792], [17.835, 14.301, 11.912], [13.822, 13.837, 16.503], [13.962, 12.700, 18.683], [17.971, 12.154, 18.380], [18.051, 13.138, 16.117], [15.177, 11.227, 20.135], [16.047, 12.525, 20.660], [16.946, 11.223, 19.866], [12.817, 22.358, 11.871], [14.106, 22.811, 12.338], [15.015, 21.814, 12.320], [16.316, 22.030, 12.632], [16.718, 23.320, 12.939], [15.745, 24.326, 12.904], [14.452, 24.068, 12.511], [18.203, 23.573, 13.212], [18.663, 24.700, 13.903], [20.039, 24.847, 14.058], [20.946, 23.989, 13.537], [20.426, 22.877, 12.983], [19.052, 22.614, 12.818], [22.379, 24.243, 13.703], [12.726, 22.233, 10.780], [12.088, 23.061, 12.200], [12.596, 21.410, 12.379], [14.696, 20.770, 12.191], [16.988, 21.177, 12.755], [16.008, 25.355, 13.198], [13.723, 24.861, 12.587], [17.986, 25.379, 14.404], [20.451, 25.722, 14.575], [21.201, 22.208, 12.669], [18.827, 21.615, 12.407], [22.509, 24.869, 14.578], [22.780, 24.705, 12.814], [22.953, 23.342, 14.018], [10.327, 15.730, 13.459], [10.053, 16.778, 14.554], [9.759, 16.488, 15.837], [9.416, 17.509, 16.706], [9.397, 18.853, 16.234], [9.649, 19.052, 14.882], [9.944, 18.042, 14.044], [9.036, 19.991, 17.038], [9.872, 21.120, 16.961], [9.713, 22.210, 17.819], [8.736, 22.153, 18.693], [7.942, 21.062, 18.802], [8.065, 19.986, 18.009], [8.516, 23.265, 19.553], [9.749, 15.917, 12.597], [10.034, 14.694, 13.787], [11.435, 15.815, 13.266], [9.925, 15.530, 16.237], [9.211, 17.102, 17.722], [9.781, 20.061, 14.496], [9.969, 18.189, 13.005], [10.754, 21.174, 16.325], [10.447, 22.996, 17.874], [7.256, 21.060, 19.626], [7.445, 19.147, 18.148], [7.871, 23.020, 20.379], [8.135, 24.168, 19.020], [9.422, 23.721, 20.048], [18.066, 16.821, 18.089], [18.919, 16.596, 17.125], [18.127, 18.147, 18.267], [16.818, 16.604, 17.628], [18.455, 15.820, 19.621], [17.622, 16.460, 20.600], [17.978, 14.517, 19.255], [19.872, 16.131, 19.684], [11.825, 25.542, 14.860], [10.554, 25.694, 15.251], [11.900, 25.573, 13.558], [12.570, 26.505, 15.370], [12.495, 23.903, 15.398], [11.954, 23.770, 16.704], [12.132, 22.849, 14.522], [13.928, 24.174, 15.414], [16.499, 21.067, 24.633], [16.800, 21.321, 25.921], [16.713, 19.729, 24.465], [15.142, 21.358, 24.636], [17.488, 21.842, 23.192], [16.960, 21.042, 22.095], [17.102, 23.238, 23.112], [18.851, 21.576, 23.536], [11.631, 22.212, 22.536], [10.677, 22.084, 23.497], [11.751, 23.435, 21.994], [12.813, 21.885, 23.106], [11.135, 20.949, 21.200], [11.808, 21.259, 19.946], [11.537, 19.714, 21.780], [9.660, 21.195, 21.143], [23.948, 21.847, 16.767], [24.910, 21.811, 17.674], [24.671, 22.097, 15.656], [23.438, 20.614, 16.655], [22.717, 23.282, 17.131], [22.355, 23.036, 18.483], [23.572, 24.419, 16.830], [21.595, 23.044, 16.204], [20.358, 18.192, 12.927], [21.442, 18.986, 12.994], [19.978, 18.056, 11.674], [20.806, 17.032, 13.368], [18.960, 18.760, 13.925], [18.475, 17.587, 14.612], [19.516, 19.753, 14.818], [18.055, 19.333, 12.959], [12.808, 15.734, 19.802], [13.699, 14.758, 20.061], [11.644, 15.289, 20.174], [13.069, 16.722, 20.663], [12.716, 16.197, 18.014], [14.091, 16.459, 17.549], [12.023, 14.984, 17.490], [11.862, 17.362, 17.899], [12.454, 17.860, 10.454], [11.319, 17.097, 10.533], [13.273, 17.250, 9.534], [12.130, 19.044, 10.128], [13.366, 17.787, 12.055], [12.421, 18.094, 13.158], [13.826, 16.430, 12.067], [14.472, 18.739, 11.903]], "lowdin_charge": [-0.047, -0.119, -0.222, 0.023, -0.150, -0.008, -0.035, -0.145, -0.245, -0.101, 0.079, 0.084, 0.056, 0.069, 0.093, 0.088, 0.111, 0.115, 0.085, 0.106, 0.040, 0.086, 0.068, 0.082, 0.134, 0.137, 0.107, 0.091, 0.089, 0.100, -0.090, -0.200, -0.254, 0.052, -0.151, -0.027, -0.100, -0.186, -0.188, -0.099, 0.066, 0.131, 0.085, 0.146, 0.153, 0.070, 0.090, 0.118, 0.102, 0.104, 0.066, 0.079, 0.086, 0.134, 0.162, 0.138, 0.105, 0.092, 0.106, 0.086, -0.004, -0.098, -0.046, 0.053, -0.107, 0.045, 0.016, -0.138, 0.037, 0.029, -0.065, -0.036, 0.084, 0.068, 0.105, 0.109, 0.114, 0.149, 0.101, 0.145, 0.179, 0.133, 0.134, 0.124, 0.116, 0.092, 0.103, 0.118, 0.054, -0.047, 0.000, 0.089, -0.093, 0.016, -0.011, -0.077, 0.061, -0.001, -0.053, -0.038, 0.025, 0.066, 0.079, 0.086, 0.101, 0.128, 0.109, 0.120, 0.136, 0.104, 0.130, 0.150, 0.146, 0.116, 0.100, 0.073, 0.003, -0.056, 0.021, 0.045, -0.078, 0.042, -0.008, -0.121, 0.055, 0.011, -0.067, 0.054, 0.041, 0.016, 0.126, 0.075, 0.103, 0.117, 0.095, 0.140, 0.139, 0.125, 0.159, 0.148, 0.125, 0.079, 0.110, 0.111, 0.057, -0.017, 0.000, 0.044, -0.114, 0.034, -0.030, -0.126, 0.081, 0.014, -0.081, 0.006, 0.045, -0.015, 0.075, 0.118, 0.098, 0.117, 0.151, 0.143, 0.124, 0.112, 0.120, 0.148, 0.128, 0.096, 0.126, 0.126, -0.670, 0.127, 0.101, 0.097, 0.465, -0.306, -0.309, -0.316, -0.699, 0.141, 0.139, 0.160, 0.433, -0.299, -0.295, -0.319, -0.548, 0.116, 0.074, 0.059, 0.474, -0.322, -0.316, -0.281, -0.591, 0.106, 0.128, 0.109, 0.522, -0.328, -0.309, -0.338, -0.633, 0.131, 0.096, 0.115, 0.480, -0.290, -0.302, -0.353, -0.699, 0.122, 0.144, 0.137, 0.455, -0.284, -0.312, -0.326, -0.675, 0.119, 0.151, 0.125, 0.528, -0.328, -0.347, -0.309, -0.660, 0.099, 0.105, 0.202, 0.505, -0.330, -0.299, -0.336]}



Record 4
{"formula": "C3H3NO", "method": "the ωB97M-V functional and the def2-TZVPD basis", "de_lowest_kj_mol": 222.7, "e_tot_ha": -246.00672, "homo_energy_ev": -10.50, "smiles": "N#CCC=O", "multiplicity": 1, "species": ["N", "C", "C", "C", "O", "H", "H", "H"], "positions_angstrom": [[2.272, -0.058, -0.028], [1.290, 0.213, -0.636], [0.073, -0.536, 0.066], [-0.930, 0.614, 0.049], [-2.046, 0.469, -0.384], [-0.218, -1.319, -0.636], [0.128, -0.947, 1.078], [-0.568, 1.565, 0.491]], "lowdin_charge": [0.173, -0.158, -0.132, -0.298, 0.063, 0.109, 0.115, 0.127]}